1.
The following is a quantum chemistry calculation of a structure of composition C7H15NO, from the OMol25 dataset.

Values from the calculation:
* energy above the lowest of the compared OMol25 structures with the same formula, charge and spin: 4.674 eV
* HOMO-LUMO gap: 9.9 eV
* 2S+1: 1
* total charge: 0
* calculated total energy: -11036.001 eV
* HOMO level: -9.16 eV

Each line ends with the Mulliken charge.
Atoms and positions in Å:
O1 -0.15259 0.67638 -2.25181  -0.563
N1 -1.65715 1.00321 -0.40046  -0.356
C1 -0.53407 -1.60575 1.07846  -1.391
C2 1.58500 -0.80080 -0.00399  -1.402
C3 -0.53596 0.86691 -1.13439  0.498
C4 -0.55021 1.94776 -0.00883  -0.012
C5 -0.08955 -2.07479 -1.35316  -1.402
C6 0.33206 -1.31319 -0.12117  1.187
C7 -0.17600 1.85318 1.45034  -1.003
H1 0.03385 -3.14997 -1.20928  0.419
H2 1.99792 -0.62467 0.98021  0.391
H3 -2.55780 1.22956 -0.80408  0.234
H4 0.58032 2.60230 1.68020  0.384
H5 2.29813 -0.97795 -0.79620  0.421
H6 0.48695 -1.77786 -2.22363  0.356
H7 2.03515 1.23499 -0.48427  -0.230
H8 -0.10150 -1.25944 2.01433  0.374
H9 -0.79621 2.95893 -0.32920  0.400
H10 -0.70405 -2.67866 1.18718  0.407
H11 -1.14606 -1.90678 -1.55460  0.320
H12 -1.51550 -1.14906 0.95836  0.289
H13 1.99083 2.05720 -0.45065  0.258
H14 -1.04193 2.01833 2.09211  0.314
H15 0.21837 0.87017 1.68454  0.108

2.
The following is a quantum chemistry calculation of a cluster of 9 separate species, C30H45N3O18 in total, from the OMol25 dataset.

Values from the calculation:
* energy above the lowest of the compared OMol25 structures with the same formula, charge and spin: 0.000 eV
* HOMO-LUMO gap: 11.0 eV
* 2S+1: 1
* total charge: 0
* calculated total energy: -73163.894 eV
* HOMO level: -10.64 eV
* SMILES: O=C1OCCO1.O=C1OCCO1.O=C1OCCO1.O=C1OCCO1.O=C1OCCO1.O=C1OCCO1.CCCC#N.CCCC#N.CCCC#N

Each line ends with the Mulliken charge.
Atoms and positions in Å:
O1 -26.90934 -4.59001 -4.85501  -0.384
O2 -21.68982 -1.29443 -6.22581  -0.606
O3 -19.89548 0.95483 1.35536  -0.434
O4 -20.87951 1.39168 -3.56656  -0.296
O5 -22.65559 -2.13504 -8.10841  -0.305
O6 -16.52371 -1.28071 3.01494  -0.517
O7 -21.88086 -5.22138 -8.33781  -0.338
O8 -19.91687 -1.10380 1.95940  -0.384
O9 -22.86034 -6.48316 -6.79799  -0.516
O10 -26.30024 -3.93330 -6.90536  -0.642
O11 -21.73211 2.70016 -2.01494  -0.384
O12 -23.08181 1.78122 -3.56198  -0.512
O13 -19.88358 -0.63935 -0.29905  -0.441
O14 -25.40191 -5.76406 -5.89385  -0.243
O15 -23.80515 -0.82092 -6.75804  -0.273
O16 -16.67832 -2.86014 1.44532  -0.425
O17 -20.81943 -5.67338 -6.42911  -0.377
O18 -16.64194 -0.78544 0.81258  -0.376
N1 -22.93235 1.67345 2.49113  -0.679
N2 -26.19602 -2.84173 -0.89560  -0.582
N3 -23.96252 -3.20088 -4.40780  -0.193
C1 -26.19316 -4.67350 -5.95899  0.756
C2 -26.25240 -0.28928 -3.17332  0.262
C3 -22.00091 1.99372 -3.11672  0.696
C4 -21.24995 -2.09131 -2.85040  -0.036
C5 -20.29576 2.65256 -1.75380  0.329
C6 -26.78831 -1.75321 -3.14412  0.611
C7 -22.49192 -1.35832 -3.37798  0.409
C8 -26.35621 -5.40353 -3.82013  0.006
C9 -20.58452 -4.57535 -8.43483  -0.242
C10 -21.95529 -5.82866 -7.15259  0.679
C11 -23.98703 -2.36650 -8.49665  -0.195
C12 -23.43030 0.29696 0.36691  1.831
C13 -19.88713 -0.27508 0.85290  0.601
C14 -25.52413 -6.44268 -4.61126  -0.375
C15 -19.57572 0.97027 2.74755  -0.493
C16 -22.64550 -1.40948 -6.96167  0.674
C17 -20.04288 -4.60596 -7.01442  0.115
C18 -23.45020 -2.27606 -3.95861  -0.084
C19 -19.69073 2.06877 -3.01625  -0.268
C20 -24.75056 -1.26078 -7.68249  -0.251
C21 -16.53571 -1.60200 1.88187  0.711
C22 -26.45146 -2.40644 -1.93016  0.268
C23 -16.77543 -1.41049 -0.41984  0.177
C24 -23.92391 -1.95584 1.77004  -1.383
C25 -17.28032 -2.81011 0.10476  -0.163
C26 -23.24182 0.99113 1.59918  -0.189
C27 -20.07636 -0.36791 3.14264  -0.429
C28 -26.82456 0.50803 -1.99625  -1.234
C29 -21.60959 -2.91202 -1.64300  -0.839
C30 -24.33215 -0.97025 0.57292  0.226
H1 -27.89012 -1.71804 -3.29690  0.496
H2 -20.85909 -3.57454 -8.78164  0.240
H3 -26.32756 -2.33387 -3.92363  -0.710
H4 -27.93634 0.66128 -2.20630  0.348
H5 -24.32052 -3.31062 -8.11465  0.059
H6 -24.02118 -2.20028 -9.58937  0.355
H7 -18.94680 1.34063 -2.85665  0.212
H8 -19.00910 -4.92753 -6.89558  0.354
H9 -21.09297 -0.33080 3.48886  0.320
H10 -27.25469 -5.59664 -3.21529  0.392
H11 -17.55081 -0.92046 -1.05971  -0.257
H12 -19.91085 -5.21472 -9.05478  0.266
H13 -16.95480 -3.68201 -0.46346  0.403
H14 -19.40058 -0.86522 3.82740  0.368
H15 -20.56845 -1.29096 -2.49331  -0.014
H16 -20.21964 1.79936 3.11289  0.326
H17 -25.71473 -4.78439 -3.19812  -0.157
H18 -20.91218 -3.74226 -1.43159  0.328
H19 -23.78648 1.04490 -0.38884  0.306
H20 -25.18978 -0.25118 -3.10244  -0.502
H21 -20.72366 -2.52827 -3.68735  0.239
H22 -20.01398 3.71231 -1.65014  0.297
H23 -22.40511 0.02709 0.12058  -1.045
H24 -18.51386 1.14167 2.91635  0.367
H25 -25.13572 -0.43769 -8.24749  0.324
H26 -22.83715 -0.75678 -2.56035  -0.480
H27 -15.88085 -1.52559 -0.98572  0.436
H28 -25.53604 -1.73774 -7.18161  0.149
H29 -22.17139 -0.63230 -4.11724  0.514
H30 -24.54855 -6.65530 -4.16780  0.307
H31 -24.18835 -1.52736 2.77342  0.380
H32 -24.34731 -1.48559 -0.34917  -0.580
H33 -18.31889 -2.89886 0.15049  0.055
H34 -24.49865 -2.90134 1.69904  0.400
H35 -20.22084 -3.68677 -6.42746  -0.155
H36 -26.30673 1.46419 -1.93638  0.385
H37 -19.29441 2.76801 -3.77691  0.260
H38 -26.12282 -7.33309 -4.67609  0.325
H39 -26.70725 -0.17103 -1.13848  0.225
H40 -21.86129 -2.29632 -0.80434  -0.135
H41 -26.40438 -0.00417 -4.22090  0.437
H42 -25.35763 -0.67342 0.75620  0.553
H43 -22.87820 -2.23292 1.77096  0.242
H44 -22.60199 -3.39801 -1.84655  0.347
H45 -20.12550 2.13663 -0.79375  -0.240

3.
The following is a quantum chemistry calculation of an isolated molecule of C9H7NO, from the OMol25 dataset.

Values from the calculation:
* energy above the lowest of the compared OMol25 structures with the same formula, charge and spin: 0.173 eV
* HOMO-LUMO gap: 8.8 eV
* 2S+1: 1
* total charge: 0
* calculated total energy: -12983.996 eV
* HOMO level: -8.44 eV
* SMILES: Oc1cnc2ccccc2c1

Each line ends with the Mulliken charge.
Atoms and positions in Å:
O1 1.75688 3.02740 0.71199  -0.540
N1 1.16193 -0.45435 1.41674  -0.563
C1 0.28696 1.56331 -0.35353  -0.774
C2 -0.30999 0.27007 -0.41065  0.936
C3 -0.30332 -2.03887 0.35123  -0.442
C4 -1.85534 -1.29194 -1.36193  -0.418
C5 0.21087 -0.73986 0.44104  -0.102
C6 -1.36328 -2.28341 -0.47563  -0.366
C7 1.68161 0.73439 1.45174  -0.344
C8 1.22208 1.79361 0.59467  0.819
C9 -1.29169 -0.03547 -1.35671  -0.606
H1 -1.59202 0.71727 -2.05503  0.389
H2 2.35002 3.10269 1.51934  0.298
H3 0.08088 -2.84780 0.96757  0.422
H4 -2.65906 -1.57706 -2.06638  0.336
H5 -1.77806 -3.29802 -0.59757  0.316
H6 2.45132 0.93135 2.18018  0.310
H7 -0.04978 2.42669 -0.95707  0.329

4.
The following is a quantum chemistry calculation of a cluster of 2 separate species, C2H7NOS in total, from the OMol25 dataset.

Values from the calculation:
* energy above the lowest of the compared OMol25 structures with the same formula, charge and spin: 5.878 eV
* HOMO-LUMO gap (spin up / spin down): 8.0 / 8.2 eV
* 2S+1: 1
* total charge: 0
* calculated total energy: -16554.893 eV
* HOMO level (spin up / spin down): -8.51 / -9.29 eV

Each line ends with the Mulliken charge.
Atoms and positions in Å:
S1 0.51158 -0.18159 0.47305  0.481
O1 1.64748 -0.78595 1.14165  -0.576
N1 1.12073 1.02402 -1.96203  -0.540
C1 -0.60735 -1.31538 -0.34416  -0.853
C2 -0.55463 0.65817 1.54555  -0.668
H1 0.25328 1.45583 -1.52257  0.271
H2 -1.51203 -0.83394 -0.55591  0.344
H3 1.79790 1.47637 -1.34929  0.267
H4 -0.98930 -2.05937 0.53320  0.305
H5 -1.39307 1.08339 0.96099  0.298
H6 -0.02378 1.30632 2.24100  0.323
H7 -0.25082 -1.82788 -1.16148  0.349

5.
The following is a quantum chemistry calculation of a cluster of 2 separate species, C7H13Cl2N4O in total, from the OMol25 dataset.

Values from the calculation:
* energy above the lowest of the compared OMol25 structures with the same formula, charge and spin: 6.681 eV
* HOMO-LUMO gap: 8.6 eV
* 2S+1: 1
* total charge: +1
* calculated total energy: -40507.523 eV
* HOMO level: -13.05 eV

Each line ends with the Mulliken charge.
Atoms and positions in Å:
Cl1 0.40474 -2.62107 -2.33980  -0.191
Cl2 -1.91461 -4.80541 -3.58370  -0.152
O1 4.12395 2.29519 1.79150  -0.384
N1 -0.44627 1.84510 1.61962  -0.360
N2 0.01912 0.20563 -0.28952  0.090
N3 -2.56018 0.81019 2.34812  -0.366
N4 -1.16381 -0.18808 0.33729  -0.085
C1 0.47162 1.43475 0.46859  0.304
C2 1.86232 2.22669 0.08477  -0.536
C3 -2.23198 -3.27879 -2.72151  -0.467
C4 2.91389 1.86267 2.81779  -0.427
C5 -1.50648 0.76065 1.46922  0.175
C6 3.02196 1.39032 1.15078  0.028
C7 -1.18760 -2.21784 -3.03000  -0.387
H1 2.24503 2.03376 -1.01149  0.304
H2 -1.77679 -1.00478 0.07335  0.264
H3 -3.44238 1.30306 2.04021  0.276
H4 -2.28078 -3.49763 -1.65043  0.259
H5 3.22531 0.98408 3.52584  0.269
H6 -1.48873 -1.26160 -2.59180  0.240
H7 2.81714 2.99674 3.08708  0.284
H8 0.52958 -0.23474 -1.10927  0.253
H9 3.27175 0.18607 0.90317  0.288
H10 -2.52358 0.43606 3.34009  0.275
H11 -1.06408 -2.07434 -4.10767  0.386
H12 1.89981 3.34664 0.42116  0.321
H13 -3.21896 -2.93329 -3.04339  0.341

6.
The following is a quantum chemistry calculation of a cluster of 2 separate species, C13H13PS in total, from the OMol25 dataset.

Values from the calculation:
* energy above the lowest of the compared OMol25 structures with the same formula, charge and spin: 2.129 eV
* HOMO-LUMO gap (spin up / spin down): 5.7 / 5.7 eV
* 2S+1: 1
* total charge: 0
* calculated total energy: -33811.848 eV
* HOMO level (spin up / spin down): -7.52 / -7.52 eV

Each line ends with the Mulliken charge.
Atoms and positions in Å:
S1 -0.38263 2.47922 -1.62806  -0.380
P1 -0.05844 2.06511 1.82409  -0.003
C1 -2.39727 0.55758 0.76035  -0.469
C2 -1.36213 -0.88030 -0.79242  -0.278
C3 3.61247 0.28694 -0.63506  -0.755
C4 -2.54316 -1.37233 -1.22812  -0.637
C5 -3.60802 0.00783 0.35681  -0.800
C6 2.85655 -1.69478 0.40839  -0.685
C7 1.60469 -1.14137 0.63766  -0.414
C8 0.05662 0.67574 0.61866  0.380
C9 1.38061 0.15616 0.28642  0.352
C10 3.75724 -1.00945 -0.39214  -0.303
C11 -1.20123 0.10048 0.27593  0.666
C12 2.36021 0.82969 -0.40423  -0.065
C13 -3.73859 -0.89810 -0.75587  -0.303
H1 0.92503 -1.71177 1.23124  0.397
H2 -4.71274 -1.22665 -1.26418  0.307
H3 -0.41898 -1.16051 -1.26248  0.361
H4 -4.53122 0.36469 0.76585  0.368
H5 -2.63793 -2.01695 -2.08760  0.333
H6 4.36960 0.72995 -1.26346  0.343
H7 3.16376 -2.67384 0.67555  0.412
H8 -2.49454 1.32814 1.55017  0.227
H9 -1.71580 2.80353 -1.24576  0.093
H10 -0.43266 1.11179 2.78763  0.102
H11 1.22677 2.06928 2.26640  0.045
H12 2.21165 1.78399 -0.79712  0.440
H13 4.71013 -1.56408 -0.68865  0.267